i.
17
Properties=species:S:1:pos:R:3:nbo_charge:R:1 method="wB97M-V/def2-TZVPD" smiles="C1C[C@@H]2CNN=C2N1" charge=0 orbital_gap_ha=0.3345
N -1.2614 -1.1672 0.1096 -0.6033
H -2.7925 -0.2515 -0.9360 0.2004
N 2.1790 -0.2352 -0.1103 -0.4601
H -1.1312 1.5304 -1.2399 0.2091
H 0.0375 0.8714 1.5113 0.2169
H -1.7041 2.0763 0.3374 0.2134
C 1.4689 1.0569 -0.1407 -0.2382
H -1.3755 -1.9741 -0.4524 0.3959
H 1.3941 1.4582 -1.1974 0.1896
H 1.9643 1.7968 0.4319 0.2063
C 0.0475 -0.7093 0.1355 0.4002
C -2.1867 -0.0545 -0.0502 -0.2104
H -2.7953 0.0832 0.8442 0.1863
N 1.1698 -1.2655 -0.1717 -0.3319
C -1.2592 1.2123 -0.1803 -0.3966
H 2.6573 -0.3998 0.7498 0.3441
C 0.1185 0.7420 0.4286 -0.3218

ii.
17
Properties=species:S:1:pos:R:3:nbo_charge:R:1 method="wB97M-V/def2-TZVPD" smiles="[H]/N=C/N1C[C@@H]2N[C@H]2C1" charge=0 orbital_gap_ha=0.3564
H -0.3641 -1.7328 0.8560 0.2232
C -0.0413 -1.3279 -0.1348 -0.2047
C 0.2722 1.1778 -0.1985 -0.2305
N -2.7150 -0.5824 0.4290 -0.7208
C 1.4146 -0.8050 -0.2935 -0.0619
H 1.3915 -0.3657 -1.2699 0.1534
C 1.3740 0.4317 0.6108 -0.1277
H 0.7224 1.6102 -1.0713 0.1977
H -2.2486 1.3423 -0.2397 0.1323
H 1.0583 0.3847 1.6392 0.1924
H -0.1005 1.9869 0.4575 0.2098
H -0.3915 -1.9428 -0.8947 0.2080
C -1.9904 0.2241 -0.1672 0.2959
N -0.7026 0.0543 -0.4574 -0.4524
H -3.6055 -0.0754 0.7240 0.3465
N 2.5948 -0.3620 0.3037 -0.5393
H 3.3319 -0.0179 -0.2933 0.3780

iii.
17
Properties=species:S:1:pos:R:3:nbo_charge:R:1 method="wB97M-V/def2-TZVPD" smiles=CC(C)n1cncn1 charge=0 orbital_gap_ha=0.3807
H 1.2887 -0.9826 -1.1694 0.2308
C 1.2678 -0.2536 -0.3451 -0.0591
H 3.0097 -1.1221 0.7311 0.2208
H 1.9477 -0.2717 1.7668 0.2070
C 1.9709 -0.8735 0.8394 -0.6194
C -2.1848 -0.3123 -0.3877 0.1088
H 2.9432 1.0442 -0.7446 0.2188
N -1.0334 -0.8448 -0.8210 -0.2595
C 1.8274 1.1013 -0.7323 -0.6195
H -0.3263 1.2592 1.5533 0.2040
H -3.1228 -0.6259 -0.7763 0.1938
N -0.1632 -0.1813 -0.0774 -0.1774
H 1.5538 -1.8414 1.0500 0.2230
N -2.0795 0.6058 0.6395 -0.4635
H 1.5936 1.8943 -0.0211 0.2124
H 1.5120 1.4922 -1.7416 0.2271
C -0.7924 0.6874 0.8197 0.1520

iv.
17
Properties=species:S:1:pos:R:3:nbo_charge:R:1 method="wB97M-V/def2-TZVPD" charge=0 orbital_gap_ha=0.3544
H -0.2595 -1.6178 -2.8914 0.1963
H -1.4343 -0.5028 1.4632 0.2151
H 2.1573 -1.2381 0.5910 0.1801
C -0.8168 0.0872 0.7929 -0.0529
C -0.6205 1.9559 -0.8624 -0.6613
H 0.3479 1.3368 -0.7949 0.2203
C -1.4278 1.0951 0.1318 -0.1759
H -0.5329 2.9237 -0.4818 0.2230
N 0.3107 -0.5272 0.1832 -0.2982
C -0.4404 -0.9944 -2.0701 -0.1075
H 2.2568 -0.4918 2.7474 0.3499
N 0.4169 -0.8729 -1.1518 -0.2360
N 1.3292 -0.2279 2.2436 -0.7113
C 1.3042 -0.7795 1.0281 0.2809
H -2.4804 1.3142 0.2053 0.2061
H -0.9676 1.9934 -1.9605 0.2157
H -1.4777 -0.5086 -1.9247 0.1556

Most stable pick: iii. Distance to second place: 21.1 kcal/mol.

i.
8
Properties=species:S:1:pos:R:3:nbo_charge:R:1 method="wB97M-V/def2-TZVPD" smiles="C=NCI" charge=0 orbital_gap_ha=0.3607
H -0.5576 1.1368 -0.8986 0.2167
H 1.6823 -1.6969 0.0025 0.1772
C -0.7453 0.5404 -0.0051 -0.3466
I -2.8765 0.1344 0.0016 0.0498
H 1.8730 0.1492 0.0165 0.1397
H -0.5532 1.1413 0.8845 0.2159
C 1.2134 -0.7244 0.0049 -0.0276
N -0.0362 -0.6807 -0.0063 -0.4251

ii.
8
Properties=species:S:1:pos:R:3:nbo_charge:R:1 method="wB97M-V/def2-TZVPD" charge=0 orbital_gap_ha=0.2769
I -1.7822 -1.7137 -2.0488 -0.1729
C -0.0839 -0.0127 0.4794 0.0292
C -0.0012 -0.0080 -0.9302 -0.2470
H 0.7586 -0.4364 -1.4410 0.2154
N 0.7503 -0.6827 1.1300 -0.5645
H -0.4494 0.8693 -1.3262 0.2119
H -0.9069 0.6043 1.0504 0.1664
H 0.8836 -0.6613 2.1135 0.3616

Most stable pick: i. Distance to second place: 22.7 kcal/mol.

i.
12
Properties=species:S:1:pos:R:3:nbo_charge:R:1 method="wB97M-V/def2-TZVPD" smiles="S/N=C1/CN=CN1" charge=0 orbital_gap_ha=0.3330
S 2.8163 0.3949 0.1495 0.1881
N -2.1254 -0.4632 0.2502 -0.4604
H -0.1093 1.8073 0.5628 0.4033
N -0.4927 0.9183 0.3438 -0.6558
H 3.7598 -0.4954 0.2489 0.1071
H -2.6416 1.5297 0.3431 0.2093
C -0.9851 -1.3868 0.3994 -0.2735
C 0.2235 -0.3239 0.3028 0.4236
N 1.4537 -0.5644 0.3286 -0.6610
H -0.9435 -2.2101 1.0497 0.2433
H -0.7925 -1.6460 -0.8372 0.2276
C -1.8915 0.7654 0.3633 0.2484

ii.
12
Properties=species:S:1:pos:R:3:nbo_charge:R:1 method="wB97M-V/def2-TZVPD" smiles="[H]/N=c1/cc[nH]n1S" charge=0 orbital_gap_ha=0.3265
N -0.2666 2.0977 0.0401 -0.7269
C 0.0305 0.8762 -0.1266 0.3635
H 2.1531 1.0180 -0.1090 0.2399
C 1.2545 -1.0273 0.0728 0.0169
H -0.1279 -2.1603 -0.3730 0.3736
S -2.3487 -0.3389 -0.0294 0.1838
N -0.6865 -0.2132 -0.3846 -0.3862
H 2.0461 -1.8839 -0.2764 0.2326
H -2.1152 0.2596 1.2193 0.1184
H -1.2568 2.3778 -0.2281 0.3473
C 1.3664 0.3180 0.0566 -0.3357
N -0.0490 -1.3237 0.1383 -0.4272

Most stable pick: i. Distance to second place: 15.9 kcal/mol.

i.
12
Properties=species:S:1:pos:R:3:nbo_charge:R:1 method="wB97M-V/def2-TZVPD" charge=0 orbital_gap_ha="0.2870 / 0.2871"
H 0.5859 -2.4785 -1.2645 0.4060
N 1.0341 -1.7127 -0.7977 -0.8332
H -0.6621 1.0637 -1.6407 0.2308
H -2.2124 1.3150 -0.6010 0.2576
C 0.6927 -1.2054 0.3907 0.3987
C -0.4725 0.7351 0.4167 -0.3250
H -0.8167 2.5516 -0.6647 0.2195
C -1.0670 1.4527 -0.6774 -0.7254
N 0.7238 -1.3610 1.6114 -0.1838
S -0.0661 1.1530 1.9435 0.5981
N 0.5984 -0.4640 2.5009 -0.4488
H 1.6618 -1.0498 -1.2172 0.4054

ii.
12
Properties=species:S:1:pos:R:3:nbo_charge:R:1 method="wB97M-V/def2-TZVPD" smiles="C#C/C(=N/N)NS" charge=0 orbital_gap_ha=0.3390
H -2.0556 -0.9095 1.2092 0.0866
C -0.9952 2.5740 0.0062 -0.1505
H 0.5344 -1.5558 0.4664 0.4102
C 0.5292 0.3957 -0.0867 0.2887
H 2.4201 -1.2551 -0.7918 0.3636
S -1.7336 -1.1571 -0.0617 0.2090
H -1.6577 3.3380 0.1708 0.2256
C -0.3579 1.5392 -0.0729 -0.0636
N -0.0441 -0.9163 -0.0372 -0.7840
N 1.8026 0.5118 0.0444 -0.2649
H 3.4948 -0.4799 0.2896 0.3769
N 2.5193 -0.6922 0.0734 -0.6976

iii.
12
Properties=species:S:1:pos:R:3:nbo_charge:R:1 method="wB97M-V/def2-TZVPD" smiles="CN(N)C(=S)C#N" charge=0 orbital_gap_ha="0.2942 / 0.2942"
H 0.5840 -0.4984 1.7062 0.2306
H 1.2499 0.8834 0.8672 0.2143
S -0.6517 -1.4295 -2.1589 -0.1641
H -1.5359 0.6984 -1.5046 0.4025
C 0.1346 -0.8073 -0.7583 -0.0143
N -0.3745 0.1476 -0.0006 -0.1694
N 2.3016 -1.9245 -0.2456 -0.2146
H -2.0527 1.4467 -0.0656 0.3781
H -0.0527 1.2004 1.9386 0.2402
C 0.3240 0.4812 1.2216 -0.4374
C 1.3250 -1.3399 -0.4062 0.1810
N -1.2516 1.1420 -0.5936 -0.6469

iv.
12
Properties=species:S:1:pos:R:3:nbo_charge:R:1 method="wB97M-V/def2-TZVPD" smiles="Cc1nc(=S)[nH][nH]1" charge=0 orbital_gap_ha=0.3191
N 0.6968 0.0389 -0.8037 -0.4410
H 1.4158 1.1977 1.6429 0.2458
N -1.0617 -0.4584 0.5190 -0.4779
N 0.0264 -1.0768 -1.3481 -0.4491
S -1.9548 -2.7251 -0.7060 -0.1171
C -0.9918 -1.4407 -0.4792 0.1686
H 0.4506 2.3584 0.6849 0.2309
H -0.3401 1.4897 2.0711 0.2554
H 0.6012 -1.8582 -1.6551 0.4120
C -0.0549 0.3093 0.3214 0.4438
H 0.8282 0.7667 -1.4863 0.3998
C 0.3842 1.3986 1.2391 -0.6711

Most stable pick: iv. Distance to second place: 39.9 kcal/mol.